# 1
DFT (ωB97M-V/def2-TZVPD) results for C3H4Li2O2Tl as an isolated structure.

XYZ file:
```
12
Properties=species:S:1:pos:R:3:forces:R:3:lowdin_charge:R:1
O 0.8859 0.1972 0.4136 0.074 -0.164 0.448 -0.223
C 1.7598 -0.0667 -0.5770 0.780 -0.957 0.054 -0.436
C -0.3632 -0.6639 0.4739 1.555 0.571 -0.514 -0.367
O 2.6844 0.7779 -0.6504 0.448 0.377 0.042 -0.250
C -1.4875 0.2627 0.1807 -1.543 -0.270 3.070 -0.486
Li 3.7471 -0.5690 -1.3320 -1.009 0.386 0.163 0.734
H -0.4068 -1.1291 1.4696 -0.365 1.319 0.526 0.100
H -0.0896 -1.6385 0.0542 -0.272 0.603 -1.931 0.082
H -1.8301 0.4038 1.2216 -1.192 -0.060 -0.076 -0.019
H -1.9327 1.1605 -0.2864 1.290 -0.686 -1.204 -0.053
Tl -2.5781 -0.7630 -2.0356 -0.188 -0.113 -0.024 0.162
Li -0.3891 2.0281 1.0677 0.422 -1.006 -0.553 0.757
```
Positions in Å, forces in eV/Å.

For the relative energy (zero: lowest compared OMol25 entry of this formula, charge and spin), the calculation gives 0.0 kJ/mol. The HOMO energy (spin up / spin down) comes out at -3.501 / -6.536 eV. The spin multiplicity is 2. The value obtained for the electronic energy is -454.55419 a.u.

# 2
DFT (ωB97M-V/def2-TZVPD) results for C3H4LiO2Pt as an isolated structure.

XYZ file:
```
11
Properties=species:S:1:pos:R:3:forces:R:3:lowdin_charge:R:1
O -0.1443 -1.0381 0.8827 0.877 5.358 -5.534 -0.284
Li -1.3172 0.7417 0.2467 -0.984 1.165 -0.636 0.753
C 1.0676 -0.8644 0.5802 3.116 -1.694 -2.837 -0.056
C 1.3682 -0.2886 -0.7200 0.239 -0.915 0.290 0.079
H 1.8277 -1.4835 1.0788 0.166 0.510 0.811 0.198
H 2.3985 -0.5502 -1.0089 -0.085 0.283 0.171 0.157
H 1.3247 0.8068 -0.6063 -0.205 0.350 -0.723 0.166
Pt -0.7552 -1.9552 2.1764 -3.682 -5.965 7.916 1.625
C -2.8316 2.3532 -0.4274 -0.775 0.649 -0.299 0.001
O -3.6038 3.0983 -0.7548 0.996 -0.907 0.407 0.171
H 0.6655 -0.8199 -1.4474 0.337 1.166 0.435 0.191
```
Positions in Å, forces in eV/Å.

For the relative energy (zero: lowest compared OMol25 entry of this formula, charge and spin), the calculation gives 0.0 kJ/mol. The HOMO energy (spin up / spin down) comes out at -24.857 / -24.856 eV. As for the net charge: +3. The spin multiplicity is 3. The value obtained for the electronic energy is -392.52274 a.u.

# 3
DFT (ωB97M-V/def2-TZVPD) results for C3H4LiO2Sm as an isolated structure.

XYZ file:
```
11
Properties=species:S:1:pos:R:3:forces:R:3:lowdin_charge:R:1
O 0.8211 2.0978 -2.4709 -1.944 2.813 1.594 -0.287
Li 1.8267 1.3485 -0.4069 0.542 -0.549 0.351 0.753
C -0.3177 1.5255 -2.2656 2.030 0.409 -3.421 -0.191
C -0.1079 0.1028 -2.2609 1.430 -0.124 -2.510 -0.002
H -1.2455 2.0284 -2.5606 -0.239 0.278 1.035 0.161
H -0.7508 -0.4612 -2.9499 -0.682 0.164 0.581 0.133
H -0.2532 -0.2619 -1.2334 0.796 -0.839 -0.226 0.133
Sm 1.0831 4.5715 -3.2350 0.071 0.113 -0.351 1.925
C 3.4248 0.7734 1.1646 0.757 -0.181 0.645 0.003
O 4.2285 0.5167 1.9043 -0.953 0.263 -0.841 0.160
H 0.8922 0.2634 -3.0348 -1.809 -2.347 3.142 0.212
```
Positions in Å, forces in eV/Å.

For the relative energy (zero: lowest compared OMol25 entry of this formula, charge and spin), the calculation gives 0.0 kJ/mol. The HOMO energy (spin up / spin down) comes out at -22.662 / -23.526 eV. As for the net charge: +3. The spin multiplicity is 7. The value obtained for the electronic energy is -931.49964 a.u.

# 4
DFT (ωB97M-V/def2-TZVPD) results for C3H4LiO3Rh as an isolated structure.

XYZ file:
```
12
Properties=species:S:1:pos:R:3:forces:R:3:lowdin_charge:R:1
O -1.8122 0.9527 0.1841 1.046 1.002 0.454 0.082
C -0.7721 1.6531 0.2405 -0.493 -0.334 -1.329 -0.219
C 0.3371 1.4193 1.0871 -0.816 1.299 1.542 -0.066
H -0.7007 2.4988 -0.4735 -0.228 0.111 0.302 0.192
H 0.2597 -2.9584 -1.8186 0.300 0.067 0.633 0.192
H 0.1187 0.8455 2.0007 0.159 0.009 -0.027 0.117
H 1.0222 2.2632 1.2135 0.008 -0.182 -0.064 0.113
Li -1.9532 -0.8811 0.0469 -0.587 -0.892 -0.137 0.819
O -0.2463 -1.5212 -0.4377 -0.782 0.141 0.526 -0.209
C 0.6054 -2.1966 -1.0876 -0.152 -1.591 -2.186 -0.380
O 1.8164 -1.8822 -1.0220 -0.331 0.311 0.445 -0.007
Rh 1.3248 -0.1932 0.0667 1.875 0.059 -0.159 1.365
```
Positions in Å, forces in eV/Å.

For the relative energy (zero: lowest compared OMol25 entry of this formula, charge and spin), the calculation gives 0.0 kJ/mol. The HOMO energy (spin up / spin down) comes out at -19.381 / -20.383 eV. As for the net charge: +2. The spin multiplicity is 5. The value obtained for the electronic energy is -459.72278 a.u.

# 5
DFT (ωB97M-V/def2-TZVPD) results for C3H4LiO4Pt as an isolated structure.

XYZ file:
```
13
Properties=species:S:1:pos:R:3:forces:R:3:lowdin_charge:R:1
O -0.4098 -2.0331 0.5602 -10.724 -3.528 -7.130 -0.170
C -0.7207 -1.4083 -0.4693 -0.515 5.097 -2.440 -0.539
C 0.2907 0.7213 -0.8291 -2.432 2.229 -2.079 0.136
O 0.1826 -0.9515 -1.2640 1.808 -1.685 0.715 0.123
O -1.7302 -0.5339 -0.4426 -1.277 -1.862 1.273 0.095
C -1.2930 0.8120 -0.5398 1.818 -0.847 -1.347 -0.024
H 0.4945 1.7811 -0.6173 0.943 0.617 3.407 0.145
H 1.1227 0.9104 -1.5278 -0.853 -1.466 -1.769 0.159
H -1.8142 1.3071 -1.3631 0.159 0.192 -0.139 0.176
H -1.4927 1.3205 0.4085 0.026 -0.146 -0.106 0.159
O 1.7448 -0.4605 1.5983 1.849 1.834 0.989 -0.642
Li 2.8266 0.4597 2.8317 0.210 0.237 0.080 0.872
Pt 0.7987 -1.9246 1.6545 8.988 -0.671 8.547 1.511
```
Positions in Å, forces in eV/Å.

For the relative energy (zero: lowest compared OMol25 entry of this formula, charge and spin), the calculation gives 910.4 kJ/mol. The HOMO energy (spin up / spin down) comes out at -17.660 / -17.822 eV. As for the net charge: +2. The spin multiplicity is 4. The value obtained for the electronic energy is -543.39177 a.u.

# 6
DFT (ωB97M-V/def2-TZVPD) results for C3H4LuO3 as an isolated structure.

XYZ file:
```
11
Properties=species:S:1:pos:R:3:forces:R:3:lowdin_charge:R:1
C 0.2753 2.3671 0.8867 -0.425 0.100 0.032 -0.196
C -0.7539 1.5008 0.7303 -1.010 1.429 -1.549 -0.371
H 0.7095 2.6266 1.8653 -0.653 0.362 -0.233 0.035
H -1.5215 1.5847 1.5234 0.894 -1.390 0.496 -0.006
H 0.6335 2.9906 0.0550 0.835 -1.033 0.004 0.019
O 0.6678 -1.1663 -1.4804 -0.666 0.813 -1.129 -0.164
C 0.1143 -1.9851 -0.7055 0.289 0.183 1.401 -0.852
O -0.9748 -1.7503 -0.1283 -0.597 0.736 -0.788 -0.139
O 0.7743 -3.0904 -0.3283 -0.471 -0.490 -0.404 0.131
Lu -1.2232 0.3344 -1.3463 1.453 -0.975 2.055 1.419
H 1.2988 -3.4121 -1.0719 0.351 0.263 0.115 0.124
```
Positions in Å, forces in eV/Å.

For the relative energy (zero: lowest compared OMol25 entry of this formula, charge and spin), the calculation gives 0.0 kJ/mol. The HOMO energy (spin up / spin down) comes out at -6.496 / -8.230 eV. The spin multiplicity is 2. The value obtained for the electronic energy is -1577.87766 a.u.

# 7
DFT (ωB97M-V/def2-TZVPD) results for C3H4MgO4 as an isolated structure.

XYZ file:
```
12
Properties=species:S:1:pos:R:3:forces:R:3:lowdin_charge:R:1
Mg 3.3565 0.9944 0.9087 0.471 0.267 0.159 0.786
O 1.8436 -0.0983 1.5838 -1.512 0.403 -0.449 -0.141
O -0.9301 1.2276 0.7326 -0.629 -0.304 0.061 0.076
C -1.5947 0.2211 0.0880 -0.056 -0.625 -1.161 -0.261
C -0.6329 -0.6026 -0.7706 0.907 -0.065 0.052 -0.133
O 0.4979 -0.9692 0.0461 -1.844 0.083 0.139 0.022
C 1.3006 0.0151 0.4209 4.238 -1.373 0.141 -0.758
H -2.0768 -0.5001 0.7954 0.232 0.827 0.087 0.160
H -2.3831 0.5754 -0.6231 0.093 0.174 0.832 0.139
H -0.2566 -0.0014 -1.6088 -0.226 -0.219 0.028 0.129
H -1.0831 -1.5458 -1.1078 0.152 0.387 0.009 0.135
O 1.9587 0.6837 -0.4650 -1.826 0.444 0.101 -0.154
```
Positions in Å, forces in eV/Å.

For the relative energy (zero: lowest compared OMol25 entry of this formula, charge and spin), the calculation gives 129.7 kJ/mol. The HOMO energy (spin up / spin down) comes out at -10.547 / -6.248 eV. The spin multiplicity is 1. The value obtained for the electronic energy is -617.70172 a.u.

# 8
DFT (ωB97M-V/def2-TZVPD) results for C3H4MnO3 as an isolated structure.

XYZ file:
```
11
Properties=species:S:1:pos:R:3:forces:R:3:lowdin_charge:R:1
O 0.9829 -1.1030 1.4746 -0.536 0.087 0.725 0.377
C 0.4117 -0.3896 2.1230 0.539 0.463 -0.837 0.006
C -0.2445 0.6866 2.7905 0.259 -0.121 0.402 0.102
H 0.2498 1.5987 2.3886 -0.447 -0.203 0.072 0.172
H -0.0364 0.6053 3.8680 -0.014 0.029 -0.063 0.157
H -1.3272 0.6000 2.6215 0.130 0.226 -0.131 0.152
Mn -0.9755 -3.8620 1.9885 0.277 -0.646 -0.465 1.380
O -1.9688 -2.4295 2.9045 0.466 0.739 -0.302 -0.211
C -2.8095 -3.1469 3.5161 -0.369 0.623 0.453 -0.169
O -2.4646 -4.4603 3.1737 0.030 -0.942 -0.031 -0.108
H -2.9844 -5.1427 3.6149 -0.335 -0.255 0.177 0.142
```
Positions in Å, forces in eV/Å.

For the relative energy (zero: lowest compared OMol25 entry of this formula, charge and spin), the calculation gives 290.1 kJ/mol. The HOMO energy (spin up / spin down) comes out at -17.279 / -17.293 eV. As for the net charge: +2. The spin multiplicity is 6. The value obtained for the electronic energy is -1492.64300 a.u.

# 9
DFT (ωB97M-V/def2-TZVPD) results for one molecule with the formula C3H4N2.

XYZ file:
```
9
Properties=species:S:1:pos:R:3:forces:R:3:lowdin_charge:R:1
C 0.0069 0.4749 -0.0415 -0.022 0.719 0.408 -0.232
C -1.3869 0.1164 -0.0133 -0.556 -0.117 0.019 -0.122
C -2.5536 -0.1875 0.0532 1.227 0.406 -0.297 0.111
H 2.7627 -0.7844 0.4415 -0.359 0.490 -0.409 0.088
H 2.3900 0.8597 0.3012 0.054 0.022 0.060 0.072
H 0.2944 1.5489 0.0540 -0.329 -0.625 -0.204 0.120
H -3.5733 -0.4488 -0.0032 -0.360 -0.103 0.125 0.018
N 2.2206 -0.0740 -0.0607 -0.508 -0.511 0.296 -0.006
N 0.8833 -0.4400 -0.0514 0.853 -0.280 0.003 -0.050
```
Positions in Å, forces in eV/Å.

For the relative energy (zero: lowest compared OMol25 entry of this formula, charge and spin), the calculation gives 300.2 kJ/mol. The HOMO energy comes out at -8.965 eV. The spin multiplicity is 1. As for the SMILES: C#C/C=N/N. The value obtained for the electronic energy is -226.11086 a.u.

# 10
DFT (ωB97M-V/def2-TZVPD) results for one molecule with the formula C3H4N2.

XYZ file:
```
9
Properties=species:S:1:pos:R:3:forces:R:3:lowdin_charge:R:1
N -0.0012 2.0126 -0.3817 -0.100 -0.513 0.424 0.140
C -0.3545 1.0061 0.2232 0.093 0.717 -0.161 -0.118
C -0.7477 -0.3067 0.2429 -0.180 -0.338 -0.312 -0.327
C 0.4443 -0.9744 -0.4863 0.166 -0.323 0.150 -0.080
N 0.0940 -1.3718 0.8281 0.043 0.147 0.253 -0.004
H -1.7929 -0.5017 0.0356 0.144 -0.125 0.016 0.138
H 0.2633 1.6822 -1.3266 0.083 0.579 -0.071 0.089
H 1.3737 -0.3749 -0.4887 -0.226 -0.358 -0.275 0.068
H 0.7065 -1.0492 1.5809 -0.024 0.214 -0.025 0.095
```
Positions in Å, forces in eV/Å.

For the relative energy (zero: lowest compared OMol25 entry of this formula, charge and spin), the calculation gives 564.7 kJ/mol. The HOMO energy (spin up / spin down) comes out at -8.091 / -7.593 eV. The spin multiplicity is 1. The value obtained for the electronic energy is -226.01009 a.u.

# 11
DFT (ωB97M-V/def2-TZVPD) results for one molecule with the formula C3H4N2.

XYZ file:
```
9
Properties=species:S:1:pos:R:3:forces:R:3:lowdin_charge:R:1
N -0.4323 -0.9697 -1.8018 1.189 -1.334 1.929 0.125
C -0.5601 -0.0805 -0.9679 -0.264 0.421 -1.421 -0.154
C -0.6706 0.3379 0.3217 -0.201 -0.306 0.984 -0.346
C 0.5914 -0.2056 0.9922 0.283 -0.127 0.818 -0.079
N 0.3112 1.1757 1.0283 0.643 0.356 -0.530 0.012
H -1.6490 0.2641 0.7676 -0.052 -0.069 0.103 0.139
H -0.0237 -1.7634 -1.1235 -0.904 0.854 -2.000 0.130
H 1.4903 -0.4239 0.3934 -0.399 -0.208 0.156 0.076
H 0.9427 1.6653 0.3901 -0.295 0.414 -0.040 0.097
```
Positions in Å, forces in eV/Å.

For the relative energy (zero: lowest compared OMol25 entry of this formula, charge and spin), the calculation gives 586.1 kJ/mol. The HOMO energy (spin up / spin down) comes out at -8.178 / -7.550 eV. The spin multiplicity is 1. The value obtained for the electronic energy is -226.00195 a.u.

# 12
DFT (ωB97M-V/def2-TZVPD) results for one molecule with the formula C3H4N2.

XYZ file:
```
9
Properties=species:S:1:pos:R:3:forces:R:3:lowdin_charge:R:1
N 0.8765 0.7492 0.3922 -1.137 1.131 0.423 0.035
C 0.4555 -0.6362 0.5172 1.319 0.330 -0.294 -0.215
C -0.8266 -0.7070 -0.1961 -0.068 0.327 -0.361 -0.130
N -1.1056 0.4398 -0.7319 -0.022 -0.595 0.158 0.073
C -0.0257 1.2595 -0.3713 0.388 0.326 0.382 -0.238
H 1.3568 -0.8243 -0.0988 -0.409 -1.712 -0.344 0.144
H 0.6147 -1.1226 1.4741 -0.171 0.119 0.099 0.118
H -1.4797 -1.5702 -0.3000 0.146 0.161 0.029 0.108
H 0.0299 2.2827 -0.7210 -0.046 -0.088 -0.092 0.104
```
Positions in Å, forces in eV/Å.

For the relative energy (zero: lowest compared OMol25 entry of this formula, charge and spin), the calculation gives 122.2 kJ/mol. The HOMO energy comes out at -10.460 eV. The spin multiplicity is 1. As for the SMILES: C1=NC=NC1. The value obtained for the electronic energy is -226.17863 a.u.